[1]
DFT (ωB97M-V with the def2-TZVPD basis set) results for C47H52N8NaO3PS as an isolated structure.

E_tot in eV: -92191.327
HOMO-LUMO gap in hartree: 0.2865
Molar mass in g/mol: 863.02
Energy relative to the best compared isomer or geometry (same formula, charge and spin) in kcal/mol: 0.00

Each line ends with the Mulliken charge.
Cartesian coordinates (Å):
Na -0.130 0.525 -1.126  1.208
C 1.311 4.119 -3.080  -0.960
C 0.025 3.913 -3.886  0.639
C 0.294 3.023 -5.095  -1.841
C -1.081 3.396 -2.984  0.253
C -1.515 4.187 -1.917  -0.749
C -2.519 3.763 -1.066  -0.653
C -3.141 2.528 -1.248  1.209
C -4.223 2.076 -0.303  -1.648
C -2.729 1.748 -2.320  -0.848
C -1.710 2.171 -3.174  -0.068
H 2.107 4.511 -3.718  0.555
H 1.637 3.162 -2.667  -0.320
H 1.164 4.817 -2.254  0.408
H -0.299 4.893 -4.254  0.481
H 0.652 2.037 -4.789  0.229
H 1.064 3.474 -5.724  0.476
H -0.599 2.881 -5.704  0.444
H -1.063 5.161 -1.759  0.441
H -2.841 4.402 -0.252  0.462
H -4.966 2.863 -0.155  0.509
H -3.809 1.830 0.678  0.143
H -4.737 1.194 -0.686  0.343
H -3.197 0.790 -2.516  0.227
H -1.426 1.523 -3.993  0.365
N 1.938 1.157 1.861  0.140
P 1.050 2.349 1.003  1.030
C 2.174 3.777 1.211  0.364
C 3.050 4.053 0.163  -0.151
C 3.974 5.081 0.268  -0.658
C 4.026 5.848 1.423  -0.519
C 3.156 5.583 2.472  -0.693
C 2.233 4.553 2.367  -0.516
C -0.275 2.742 2.200  0.209
C -0.656 1.860 3.205  -0.694
C -1.754 2.140 4.010  -0.597
C -2.476 3.307 3.822  -0.567
C -2.100 4.197 2.821  -0.717
C -1.013 3.912 2.012  -0.492
C 2.206 -0.127 1.416  -0.030
C 2.971 -0.997 2.206  -1.042
C 3.196 -2.274 1.744  -0.619
C 2.671 -2.665 0.515  -1.231
C 1.931 -1.738 -0.189  -0.260
N 1.692 -0.498 0.250  0.709
H 2.336 1.393 2.758  0.300
H 3.001 3.456 -0.741  0.165
H 4.648 5.289 -0.554  0.429
H 4.742 6.656 1.505  0.375
H 3.193 6.183 3.372  0.417
H 1.548 4.359 3.184  0.393
H -0.118 0.937 3.372  0.455
H -2.034 1.429 4.777  0.461
H -3.331 3.527 4.448  0.388
H -2.659 5.112 2.668  0.422
H -0.732 4.605 1.226  0.576
H 3.366 -0.664 3.158  0.504
H 3.781 -2.966 2.338  0.427
H 2.830 -3.656 0.115  0.578
H 1.490 -1.985 -1.150  0.306
N 1.129 -7.100 -3.350  -0.591
C 0.679 -5.782 -3.437  1.121
C 0.050 -5.177 -2.347  -0.956
C -0.445 -3.889 -2.453  -0.379
C -0.316 -3.191 -3.646  -0.646
C 0.306 -3.782 -4.735  -0.272
C 0.795 -5.072 -4.633  -0.773
S -0.893 -1.523 -3.735  1.262
O -2.065 -1.461 -2.881  -0.729
O -1.067 -1.183 -5.124  -0.790
N 0.197 -0.620 -3.002  0.267
C 1.426 -0.376 -3.507  -0.430
N 2.102 0.600 -2.845  0.567
C 3.336 0.850 -3.245  -0.087
C 3.944 0.182 -4.296  -0.994
C 3.165 -0.778 -4.920  -0.580
N 1.929 -1.069 -4.546  -0.427
H 1.350 -7.414 -2.418  0.216
H 1.848 -7.347 -4.011  0.222
H -0.062 -5.729 -1.420  0.325
H -0.946 -3.420 -1.615  0.514
H 0.403 -3.218 -5.652  0.466
H 1.272 -5.540 -5.486  0.303
H 3.863 1.634 -2.707  0.320
H 4.953 0.403 -4.612  0.426
H 3.552 -1.346 -5.761  0.443
C 0.581 -3.584 5.777  -1.051
C -0.929 -3.396 5.844  -0.704
N -1.523 -3.198 4.523  0.302
C -1.861 -4.403 3.774  -0.597
C -3.161 -5.050 4.231  -1.089
C -1.425 -1.954 3.987  0.052
O -0.885 -1.031 4.585  -0.676
C -1.993 -1.713 2.619  0.053
C -3.304 -1.984 2.254  -0.088
C -3.718 -1.661 0.973  -1.727
C -2.810 -1.079 0.101  -0.531
N -1.555 -0.787 0.451  1.241
C -1.170 -1.102 1.685  -0.623
H 0.987 -3.752 6.774  0.402
H 1.047 -2.694 5.358  0.258
H 0.845 -4.444 5.157  0.295
H -1.172 -2.529 6.455  0.382
H -1.408 -4.268 6.292  0.340
H -1.037 -5.113 3.891  0.354
H -1.911 -4.160 2.716  0.393
H -3.126 -5.312 5.289  0.323
H -3.345 -5.965 3.667  0.410
H -4.007 -4.380 4.081  0.194
H -3.991 -2.432 2.961  0.600
H -4.728 -1.860 0.644  0.485
H -3.079 -0.855 -0.923  0.590
H -0.148 -0.868 1.954  0.442



[2]
DFT (ωB97M-V with the def2-TZVPD basis set) results for C47H53CsIN7P as an isolated structure.

Net charge: -1
E_tot in eV: -77969.736
HOMO-LUMO gap in hartree: 0.1994
Molar mass in g/mol: 1006.77
Energy relative to the best compared isomer or geometry (same formula, charge and spin) in kcal/mol: 14.98

Each line ends with the Mulliken charge.
Cartesian coordinates (Å):
Cs 0.004 -0.069 0.328  1.896
C 0.810 7.608 1.670  -1.451
C 0.126 6.277 1.512  0.628
C -0.747 5.768 2.475  -1.248
C -1.323 4.523 2.348  -0.358
C -1.075 3.659 1.249  0.413
N -1.538 2.392 1.190  0.086
C -2.766 2.125 1.758  -0.514
C -3.931 2.751 1.260  -0.161
C -5.202 2.440 1.691  -0.999
C -5.417 1.464 2.666  0.588
C -6.800 1.040 3.078  -1.561
C -4.293 0.865 3.204  -0.201
C -3.006 1.190 2.788  0.020
N -1.940 0.588 3.532  0.093
C -1.853 0.522 4.880  -0.383
C -0.729 -0.207 5.182  -1.200
C -0.188 -0.543 3.929  -0.638
N -0.927 -0.059 2.943  0.791
C -0.261 4.242 0.240  -0.096
C 0.335 5.484 0.395  -0.446
N -0.133 3.655 -1.065  0.199
C -0.436 4.298 -2.214  -0.276
C -0.122 3.457 -3.255  -1.154
C 0.347 2.297 -2.620  -0.246
N 0.340 2.424 -1.300  0.048
H 0.441 8.126 2.557  0.349
H 0.634 8.260 0.811  0.306
H 1.891 7.499 1.780  0.298
H -0.965 6.359 3.359  0.263
H -1.974 4.155 3.132  0.414
H -3.788 3.495 0.485  0.529
H -6.053 2.950 1.250  0.356
H -7.516 1.849 2.929  0.406
H -6.829 0.752 4.130  0.361
H -7.146 0.183 2.495  0.251
H -4.402 0.101 3.968  0.288
H -2.584 1.006 5.504  0.484
H -0.353 -0.452 6.160  0.449
H 0.698 -1.114 3.697  0.263
H 0.976 5.842 -0.406  0.414
H -0.858 5.287 -2.192  0.501
H -0.240 3.645 -4.308  0.419
H 0.670 1.366 -3.062  0.447
C -2.279 -1.681 -2.522  -1.285
C -3.297 -2.267 -1.539  0.357
C -3.906 -3.530 -2.142  -1.705
P -2.481 -2.436 0.133  0.480
C -3.920 -2.401 1.329  1.069
C -3.426 -2.812 2.716  -1.481
C -5.265 -3.048 1.004  -1.688
C -1.783 -4.117 0.119  0.370
C -2.563 -5.266 0.260  0.381
C -2.047 -6.549 0.315  0.437
C -2.934 -7.758 0.446  -1.789
C -0.658 -6.665 0.203  -1.029
C 0.153 -5.567 0.044  -0.669
C -0.361 -4.235 -0.010  -0.899
N 0.419 -3.154 -0.209  0.589
C 1.787 -3.249 -0.027  -0.514
C 2.651 -2.867 -1.076  0.357
C 2.054 -2.416 -2.376  -1.472
C 4.027 -2.912 -0.909  -0.733
C 4.611 -3.310 0.287  0.880
C 6.105 -3.392 0.445  -1.862
C 3.759 -3.631 1.337  -0.828
C 2.377 -3.596 1.212  1.885
C 1.510 -3.883 2.407  -1.668
H -2.720 -1.590 -3.520  0.483
H -1.407 -2.337 -2.598  0.166
H -1.925 -0.691 -2.225  0.177
H -4.088 -1.523 -1.377  0.588
H -3.128 -4.274 -2.322  0.264
H -4.385 -3.300 -3.100  0.534
H -4.651 -3.987 -1.495  0.276
H -4.104 -1.321 1.372  -0.290
H -3.224 -3.883 2.755  0.403
H -4.178 -2.577 3.476  0.418
H -2.501 -2.289 2.979  0.118
H -5.221 -4.139 1.007  0.221
H -5.652 -2.724 0.039  0.363
H -5.998 -2.755 1.764  0.477
H -3.641 -5.153 0.337  -0.126
H -3.921 -7.478 0.821  0.343
H -2.513 -8.490 1.140  0.397
H -3.082 -8.268 -0.511  0.297
H -0.203 -7.652 0.236  0.326
H 1.223 -5.706 -0.053  0.416
H 1.330 -3.143 -2.747  0.306
H 2.828 -2.256 -3.130  0.400
H 1.506 -1.480 -2.244  0.164
H 4.665 -2.626 -1.742  0.236
H 6.613 -2.799 -0.319  0.344
H 6.465 -4.420 0.355  0.444
H 6.421 -3.023 1.424  0.327
H 4.186 -3.894 2.302  0.352
H 2.062 -3.700 3.332  0.503
H 1.155 -4.917 2.417  0.343
H 0.617 -3.254 2.390  0.001
I 3.880 -0.424 3.240  0.038
C 4.208 0.035 1.218  -0.077
C 5.498 -0.066 0.712  -0.398
C 5.687 0.263 -0.617  -0.394
C 4.599 0.678 -1.372  -0.822
C 3.360 0.745 -0.760  0.094
N 3.164 0.422 0.521  0.015
H 6.313 -0.400 1.339  0.439
H 6.673 0.192 -1.058  0.416
H 4.703 0.950 -2.413  0.415
H 2.485 1.091 -1.302  0.186



[3]
DFT (ωB97M-V with the def2-TZVPD basis set) results for C47H53I2N8O3PY as an isolated structure.

Net charge: +1
E_tot in eV: -94198.044
HOMO-LUMO gap in hartree: 0.2402
Molar mass in g/mol: 1151.68
Energy relative to the best compared isomer or geometry (same formula, charge and spin) in kcal/mol: 11.14

Each line ends with the Mulliken charge.
Cartesian coordinates (Å):
Y 0.174 0.205 0.062  -0.046
C -2.300 1.350 -4.096  -0.723
O -3.157 1.234 -2.926  -0.437
C -2.344 0.921 -1.920  -0.048
N -1.087 0.892 -2.103  0.563
C -0.870 1.278 -3.527  0.464
C 0.033 0.349 -4.308  -0.467
C -0.034 0.339 -5.698  -0.443
C 0.794 -0.496 -6.434  -0.869
C 1.695 -1.331 -5.785  -0.765
C 1.776 -1.314 -4.401  -0.358
C 0.952 -0.470 -3.673  0.330
C -3.015 0.688 -0.614  0.241
C -4.355 0.974 -0.414  -0.988
C -4.883 0.765 0.852  -0.581
C -4.068 0.269 1.859  -1.058
C -2.741 0.015 1.555  0.275
N -2.223 0.234 0.351  0.868
C -1.781 -0.487 2.572  0.165
N -0.518 -0.507 2.427  0.672
C 0.038 -1.000 3.719  0.525
C -1.219 -1.411 4.509  -0.699
O -2.324 -0.887 3.719  -0.435
C 1.060 -2.109 3.585  -0.375
C 1.823 -2.254 2.438  0.646
C 2.765 -3.265 2.327  -0.680
C 2.963 -4.138 3.386  -0.758
C 2.225 -3.988 4.552  -0.905
C 1.277 -2.979 4.650  -0.571
H -2.540 2.290 -4.585  0.319
H -2.530 0.513 -4.752  0.389
H -0.425 2.278 -3.509  0.262
H -0.731 0.984 -6.222  0.481
H 0.732 -0.497 -7.513  0.378
H 2.332 -1.989 -6.359  0.453
H 2.478 -1.962 -3.887  0.366
H 1.019 -0.422 -2.604  0.321
H -4.954 1.347 -1.231  0.588
H -5.923 0.984 1.051  0.478
H -4.439 0.079 2.855  0.577
H 0.512 -0.138 4.200  0.230
H -1.289 -0.970 5.499  0.330
H -1.344 -2.491 4.565  0.380
H 1.681 -1.554 1.635  0.286
H 3.340 -3.374 1.415  0.446
H 3.693 -4.932 3.306  0.450
H 2.381 -4.659 5.385  0.395
H 0.712 -2.877 5.569  0.495
I -0.745 -4.850 -1.326  0.054
C 1.070 -3.860 -1.298  -0.386
C 2.241 -4.555 -1.673  -0.386
C 3.463 -3.944 -1.674  -0.475
I 5.129 -5.052 -2.240  0.110
C 3.566 -2.576 -1.300  1.252
C 4.768 -1.828 -1.294  -0.843
C 4.762 -0.508 -0.948  -1.293
C 3.544 0.092 -0.593  -0.955
N 2.411 -0.569 -0.575  0.951
C 2.391 -1.900 -0.921  -0.520
C 1.102 -2.542 -0.899  1.776
O 0.063 -1.841 -0.533  -0.636
H 2.160 -5.592 -1.966  0.431
H 5.691 -2.317 -1.576  0.275
H 5.672 0.076 -0.946  0.524
H 3.488 1.140 -0.317  0.230
N 0.673 2.122 0.519  0.209
P 0.882 3.569 1.048  -1.298
N -0.511 4.167 1.748  0.480
C -1.739 3.988 0.965  1.074
C -2.936 4.483 1.757  -0.907
C -2.856 6.000 1.984  -0.815
C -1.391 6.455 2.059  -0.810
C -0.521 5.346 2.630  -0.850
N 1.969 3.789 2.296  0.353
C 3.376 3.452 1.985  -0.466
C 3.774 2.119 2.604  0.175
C 3.742 2.206 4.134  -0.771
C 2.660 3.197 4.580  -1.190
C 1.514 3.233 3.585  -0.059
N 1.437 4.571 -0.159  0.988
C 1.757 5.981 0.056  -0.577
C 3.089 6.347 -0.589  -0.695
C 3.106 5.965 -2.064  -0.896
C 2.751 4.492 -2.232  -0.731
C 1.420 4.183 -1.564  0.103
H -1.838 2.933 0.717  -1.169
H -1.685 4.537 0.010  0.207
H -2.953 3.958 2.717  0.301
H -3.859 4.219 1.237  0.419
H -3.377 6.262 2.906  0.284
H -3.369 6.531 1.179  0.410
H -1.297 7.353 2.671  0.490
H -1.019 6.714 1.064  0.095
H -0.908 5.058 3.616  0.370
H 0.502 5.679 2.790  0.725
H 4.029 4.248 2.360  0.309
H 3.499 3.436 0.903  0.060
H 4.764 1.821 2.252  0.571
H 3.068 1.361 2.252  -0.484
H 4.714 2.526 4.515  0.332
H 3.555 1.217 4.559  0.365
H 3.077 4.204 4.663  0.339
H 2.276 2.939 5.569  0.457
H 0.697 3.849 3.965  0.185
H 1.112 2.217 3.446  -0.095
H 1.794 6.185 1.124  0.280
H 0.963 6.609 -0.373  0.336
H 3.890 5.820 -0.063  0.232
H 3.272 7.416 -0.465  0.411
H 4.074 6.190 -2.512  0.431
H 2.365 6.571 -2.599  0.309
H 3.527 3.869 -1.773  0.178
H 2.705 4.223 -3.290  0.413
H 1.183 3.122 -1.619  -0.573
H 0.620 4.735 -2.084  0.215



What is the E_tot in the second record?
-77969.736 eV